A cluster of 2 separate species, C3H5Br2Cl3 in total. Source: OMol25; level of theory: ωB97M-V with the def2-TZVPD basis set.

Bonds (Å) are listed after each position.
Atoms and positions in Å:
1 Cl 1.41709 0.03741 1.57255  C2 1.762
2 C 2.71601 -0.16417 2.74550  Cl1 1.762, Cl3 1.782, Cl4 1.752, H5 1.082
3 Cl 3.13061 1.39791 3.49615  C2 1.782
4 Cl 4.16197 -0.86279 2.04610  C2 1.752
5 H 2.35631 -0.85987 3.49169  C2 1.082
6 Br -2.01367 -1.87903 -2.98579  C7 1.925
7 C -1.80167 -0.05792 -2.39762  Br6 1.925, C8 1.518, H10 1.089, H11 1.090
8 C -1.60690 0.11264 -0.90211  C7 1.518, Br9 1.945, H12 1.084, H13 1.085
9 Br -1.72552 2.00002 -0.44746  C8 1.945
10 H -2.68620 0.48295 -2.73194  C7 1.089
11 H -0.97792 0.42152 -2.92700  C7 1.090
12 H -0.60765 -0.18265 -0.60143  C8 1.084
13 H -2.36247 -0.44601 -0.35866  C8 1.085

multiplicity = 1
HOMO energy = -10.45 eV
energy relative to the best compared isomer or geometry (same formula, charge and spin) = 0.1561 eV
frontier orbital gap = 11.085 eV

=====

A cluster of 2 separate species, C3H5Br2N2 in total. Source: OMol25; level of theory: ωB97M-V with the def2-TZVPD basis set.

Bonds (Å) are listed after each position.
Atoms and positions in Å:
1 C -1.26697 -0.25704 -2.12256  N4 1.331, N5 1.355, H8 1.085
2 C -0.48387 -0.29446 0.22926  N4 1.243, Br6 1.814
3 C 1.71425 1.48163 3.35738  Br7 1.803, H9 0.992, H10 1.128
4 N -1.11227 -0.49999 -0.82351  C1 1.331, C2 1.243
5 N -0.72992 -1.16240 -2.97601  C1 1.355, H11 1.023, H12 0.940
6 Br -0.67486 -0.92633 1.91890  C2 1.814
7 Br 2.70554 0.29839 2.42535  C3 1.803
8 H -1.95057 0.55689 -2.33840  C1 1.085
9 H 1.04359 1.22408 4.04120  C3 0.992
10 H 1.88597 2.51543 2.93976  C3 1.128
11 H -1.12009 -1.21940 -3.91959  N5 1.023
12 H -0.01080 -1.71681 -2.73179  N5 0.940

multiplicity = 1
HOMO energy (spin up / spin down) = -10.54 / -10.33 eV
energy relative to the best compared isomer or geometry (same formula, charge and spin) = 5.8103 eV
frontier orbital gap (spin up / spin down) = 3.609 / 3.103 eV
net charge = +1

=====

A cluster of 2 separate species, C3H5Br3Si in total. Source: OMol25; level of theory: ωB97M-V with the def2-TZVPD basis set.

Bonds (Å) are listed after each position.
Atoms and positions in Å:
1 C -0.67559 -1.74769 -0.89126  C2 1.291, H8 1.061, H9 1.181
2 C 0.53583 -1.30495 -0.94694  C1 1.291, H10 0.995
3 C 1.15192 0.42901 0.26194  Si4 1.906, H11 1.049, H12 1.057
4 Si -0.31292 1.41596 0.97723  C3 1.906, Br5 2.220, Br6 2.283, Br7 2.204
5 Br 0.53033 3.18210 2.02445  Si4 2.220
6 Br -1.53061 2.20169 -0.78643  Si4 2.283
7 Br -1.80952 0.34253 2.18864  Si4 2.204
8 H -1.13845 -2.40537 -1.58371  C1 1.061
9 H -1.59752 -1.23842 -0.35653  C1 1.181
10 H 1.32239 -1.57632 -1.49220  C2 0.995
11 H 1.87678 1.05070 -0.17237  C3 1.049
12 H 1.64736 -0.34925 0.77718  C3 1.057

multiplicity = 1
HOMO energy = -9.71 eV
energy relative to the best compared isomer or geometry (same formula, charge and spin) = 2.7930 eV
frontier orbital gap = 9.895 eV

=====

A cluster of 2 separate species, C3H5BrClNO in total. Source: OMol25; level of theory: ωB97M-V with the def2-TZVPD basis set.

Bonds (Å) are listed after each position.
Atoms and positions in Å:
1 C -2.35381 1.03265 1.46490  N4 1.182, O5 1.154
2 C 1.30522 -0.47160 -1.48845  C3 1.404, Cl6 1.941, H8 1.110, H9 1.118
3 C 0.89041 -1.11486 -0.31198  C2 1.404, Br7 2.032, H10 1.147
4 N -2.52943 1.41893 0.36214  C1 1.182, H12 1.035
5 O -1.94961 0.56957 2.44211  C1 1.154
6 Cl 3.15886 -0.62562 -2.04358  C2 1.941
7 Br 1.36133 -0.03647 1.34410  C3 2.032, H11 1.498
8 H 0.93448 -0.97476 -2.40518  C2 1.110
9 H 1.26885 0.64079 -1.59166  C2 1.118
10 H 1.11067 -2.18126 0.04705  C3 1.147
11 H 0.15615 -0.15219 2.22620  Br7 1.498
12 H -3.35312 1.89481 -0.04564  N4 1.035

multiplicity = 1
HOMO energy = -7.64 eV
energy relative to the best compared isomer or geometry (same formula, charge and spin) = 0.3913 eV
frontier orbital gap = 7.675 eV

=====

A cluster of 2 separate species, C3H5BrN3 in total. Source: OMol25; level of theory: ωB97M-V with the def2-TZVPD basis set.

Bonds (Å) are listed after each position.
Atoms and positions in Å:
1 C 1.58569 -0.60611 1.16647  N4 1.338, N5 1.322, H8 1.001
2 C 1.10922 0.44181 -0.55946  N4 1.334, N6 1.305
3 C -1.40856 0.12601 -0.46381  N6 1.429, H9 1.137, H10 1.069, H11 1.053
4 N 2.16644 0.02123 0.13760  C1 1.338, C2 1.334
5 N 0.26928 -0.53158 1.07716  C1 1.322, N6 1.337, H12 1.092
6 N -0.04654 0.14382 -0.03301  C2 1.305, C3 1.429, N5 1.337
7 Br 0.15843 1.70207 -3.42014  no bonds
8 H 2.11934 -1.01553 1.90784  C1 1.001
9 H -2.01184 0.52044 0.41594  C3 1.137
10 H -1.55771 0.91883 -1.16590  C3 1.069
11 H -1.80934 -0.81248 -0.72144  C3 1.053
12 H -0.57441 -0.90851 1.65874  N5 1.092

multiplicity = 1
HOMO energy (spin up / spin down) = -14.43 / -14.46 eV
energy relative to the best compared isomer or geometry (same formula, charge and spin) = 4.8787 eV
frontier orbital gap (spin up / spin down) = 5.834 / 5.858 eV
net charge = +1

=====

The molecule C3H5BrO. Source: OMol25; level of theory: ωB97M-V with the def2-TZVPD basis set.

Bonds (Å) are listed after each position.
Atoms and positions in Å:
1 C -0.34305 1.17093 0.54547  C2 1.512, H6 0.991, H7 1.135, H8 1.196
2 C 0.39959 0.00172 -0.06192  C1 1.512, Br3 1.907, C4 1.490, O5 1.739
3 Br 2.27627 0.34078 -0.08279  C2 1.907
4 C -0.14333 -1.26109 -0.63647  C2 1.490, O5 1.369, H9 1.193, H10 1.102
5 O 0.16185 -1.56005 0.66438  C2 1.739, C4 1.369
6 H 0.29590 1.78210 0.99368  C1 0.991
7 H -1.12754 0.73499 1.23980  C1 1.135
8 H -0.80705 1.74790 -0.39414  C1 1.196
9 H -1.26182 -1.09756 -1.01824  C4 1.193
10 H 0.54917 -1.85972 -1.24976  C4 1.102

multiplicity = 1
HOMO energy = -9.82 eV
energy relative to the best compared isomer or geometry (same formula, charge and spin) = 2.0973 eV
frontier orbital gap = 10.607 eV

=====

A cluster of 2 separate species, C3H5BrO in total. Source: OMol25; level of theory: ωB97M-V with the def2-TZVPD basis set.

Bonds (Å) are listed after each position.
Atoms and positions in Å:
1 C -0.28481 -0.13165 -0.13820  C2 1.462, C3 1.546, O4 1.395
2 C -0.53135 0.36099 1.21606  C1 1.462, O4 1.406, Br5 1.852, H7 1.083
3 C 0.99542 -0.10111 -1.00377  C1 1.546, H8 1.068, H9 1.074, H10 1.083
4 O -0.28283 -0.99825 0.95546  C1 1.395, C2 1.406
5 Br -2.28088 0.50196 1.80600  C2 1.852
6 H -1.62104 -0.15328 -0.93711  no bonds
7 H 0.17334 0.96252 1.77626  C2 1.083
8 H 1.27913 0.79806 -1.50515  C3 1.068
9 H 0.73124 -0.79831 -1.77697  C3 1.074
10 H 1.82177 -0.44092 -0.39257  C3 1.083

multiplicity = 1
HOMO energy = -10.10 eV
energy relative to the best compared isomer or geometry (same formula, charge and spin) = 2.4597 eV
frontier orbital gap = 11.076 eV

=====

A cluster of 2 separate species, C3H5BrO in total. Source: OMol25; level of theory: ωB97M-V with the def2-TZVPD basis set.

Bonds (Å) are listed after each position.
Atoms and positions in Å:
1 C 0.91234 1.23500 0.60006  C2 1.343, H4 1.059, H5 1.029
2 C -0.13529 0.83980 -0.14225  C1 1.343, Br3 1.837, H6 1.078
3 Br -1.80196 1.60921 -0.08406  C2 1.837
4 H 0.78191 2.18166 1.05716  C1 1.059
5 H 1.77340 0.73950 0.33235  C1 1.029
6 H -0.10585 0.21572 -1.02107  C2 1.078
7 C -2.72505 -2.41325 -0.48154  O8 1.197, H9 1.108, H10 1.065
8 O -1.76708 -2.35709 0.23383  C7 1.197
9 H -3.76688 -2.24006 -0.14553  C7 1.108
10 H -2.69036 -2.82110 -1.46449  C7 1.065

multiplicity = 1
HOMO energy = -9.37 eV
energy relative to the best compared isomer or geometry (same formula, charge and spin) = 1.5584 eV
frontier orbital gap = 10.110 eV